Density functional theory data (ωB97M-V/def2-TZVPD) for a 10-piece molecular cluster, C33H50Br20FINO2 overall.

Results
Charge   +1
HOMO   -0.34271 hartree
Total energy   -53369.46509 Eh

Geometry (Å):
C -5.00 -1.58 -1.83
C -3.42 -1.79 -2.24
C -2.32 -2.33 -1.10
C -2.71 -2.74 0.44
O -1.92 -3.65 1.07
O -3.86 -2.25 1.22
C -0.75 -2.46 -1.57
F 0.38 -2.89 -0.68
C -0.33 -2.10 -3.13
N -1.39 -1.64 -4.14
C -0.88 -1.38 -5.55
C -0.57 0.09 -6.20
C 0.00 0.15 -7.77
C 0.24 -1.24 -8.67
C -0.09 -2.74 -8.02
C -0.65 -2.76 -6.48
C -2.87 -1.46 -3.78
I -4.22 -0.78 -5.41
H -4.99 -1.00 -0.78
H -5.55 -0.84 -2.58
H -5.61 -2.57 -1.71
H -4.57 -2.99 1.15
H 0.80 -2.19 -3.48
H -0.74 1.06 -5.57
H 0.27 1.15 -8.31
H 0.67 -1.22 -9.77
H 0.08 -3.73 -8.64
H -0.88 -3.84 -6.02
Br -7.90 -0.61 -3.06
C -7.92 1.05 -4.08
C -8.92 0.99 -5.21
Br -8.24 -0.08 -6.70
H -6.90 1.23 -4.42
H -8.20 1.82 -3.36
H -9.10 1.98 -5.63
H -9.88 0.55 -4.92
Br 3.29 0.97 -0.19
C 2.74 -0.57 0.87
C 2.46 -0.18 2.30
Br 4.11 0.08 3.30
H 3.53 -1.32 0.77
H 1.83 -0.94 0.38
H 1.93 -0.99 2.82
H 1.88 0.74 2.39
Br 4.44 -4.02 -5.18
C 3.65 -5.21 -6.51
C 2.87 -4.42 -7.55
Br 1.15 -3.83 -6.85
H 3.03 -5.93 -5.97
H 4.49 -5.72 -6.97
H 2.63 -5.05 -8.41
H 3.40 -3.53 -7.90
Br 1.28 2.22 4.80
C 2.82 2.33 5.98
C 2.41 2.74 7.38
Br 2.04 4.65 7.47
H 3.53 3.01 5.52
H 3.24 1.32 5.99
H 3.23 2.58 8.08
H 1.52 2.23 7.74
Br -5.92 0.53 2.05
C -4.38 0.63 3.24
C -4.79 1.05 4.63
Br -5.15 2.96 4.72
H -3.66 1.32 2.77
H -3.96 -0.38 3.24
H -3.97 0.88 5.34
H -5.68 0.53 4.99
Br 7.03 1.75 5.72
C 8.20 0.20 5.49
C 7.42 -0.99 4.99
Br 6.39 -1.81 6.43
H 8.69 0.03 6.45
H 8.94 0.51 4.75
H 8.10 -1.78 4.65
H 6.71 -0.75 4.19
Br -0.75 1.04 -3.00
C 0.29 2.58 -2.39
C -0.44 3.88 -2.67
Br -0.32 4.37 -4.55
H 1.26 2.52 -2.88
H 0.41 2.43 -1.31
H 0.02 4.70 -2.13
H -1.51 3.84 -2.42
Br -1.02 0.00 7.44
C -2.12 0.49 8.98
C -1.40 1.47 9.87
Br -0.05 0.57 10.96
H -2.40 -0.44 9.48
H -3.02 0.95 8.55
H -2.09 1.91 10.59
H -0.89 2.27 9.33
Br 3.04 2.61 11.52
C 2.68 2.27 13.41
C 3.81 1.49 14.05
Br 3.73 -0.40 13.56
H 1.72 1.76 13.47
H 2.59 3.26 13.86
H 3.72 1.51 15.14
H 4.80 1.85 13.76
Br 2.54 -0.57 -13.51
C 1.50 1.04 -13.13
C 2.03 1.75 -11.91
Br 1.49 0.85 -10.27
H 0.46 0.73 -13.03
H 1.61 1.66 -14.02
H 1.61 2.76 -11.84
H 3.13 1.82 -11.88